Computed, not measured: a cluster of 23 separate species, C40H23BCl88F3NO8S in total in a non-equilibrium geometry, with ωB97M-V/def2-TZVPD.

Geometry as ORCA input:
```
! RIJCOSX wB97M-V def2-TZVPD def2/J DEFGRID3
* xyz 0 1
Cl -4.13 8.05 -1.78
Cl -2.33 5.69 -0.86
Cl -8.26 5.96 1.27
Cl 7.45 -4.02 6.27
Cl -0.05 -6.29 -1.65
Cl -2.91 4.86 1.84
Cl 8.20 10.97 1.32
Cl -1.00 -11.40 6.65
Cl 5.82 8.12 5.82
Cl 5.39 11.14 1.97
Cl 8.36 1.89 2.69
Cl 4.81 -3.66 7.39
Cl -5.26 -5.87 -3.56
Cl 1.69 -11.89 0.45
Cl -2.08 12.91 -3.20
Cl -1.80 -8.65 7.01
Cl -0.26 2.63 5.10
Cl 5.11 8.55 -0.68
Cl 5.58 1.10 2.70
Cl -4.03 11.36 -4.67
Cl 5.01 5.47 6.62
Cl 3.35 7.05 -2.40
Cl 1.63 -9.49 2.55
Cl 2.42 -6.60 -3.16
Cl 3.42 0.88 11.29
Cl -3.42 -6.11 4.47
Cl -7.78 -5.78 -4.97
Cl 3.02 7.50 6.14
Cl 2.74 -6.99 3.48
Cl -6.85 8.30 2.21
Cl -4.62 -3.53 4.95
Cl 6.23 1.34 10.77
Cl 4.38 -4.20 -8.09
Cl -6.91 4.23 7.30
Cl -7.52 6.18 4.05
Cl -6.41 0.10 -3.33
Cl 1.81 -14.54 -0.67
Cl -1.60 12.23 -5.96
Cl -7.62 1.86 -5.27
Cl -0.05 -7.58 3.90
Cl -4.20 -4.44 2.25
Cl -3.64 14.15 -5.29
Cl -3.38 3.06 -0.36
Cl -3.54 -9.55 -0.85
Cl 3.91 -4.95 -11.37
Cl 1.84 -3.95 -9.49
Cl 5.00 -7.52 -12.12
Cl 2.55 2.43 5.71
Cl 6.06 6.14 -1.94
Cl -9.60 7.86 2.97
Cl -7.74 -5.79 -2.08
Cl 5.57 8.50 -3.53
Cl 7.04 1.17 5.15
Cl -5.08 5.35 0.03
Cl -3.72 -10.78 7.37
Cl -1.07 -9.70 0.63
Cl -4.93 2.35 -4.34
Cl 7.35 10.98 4.08
Cl -0.38 -12.79 -1.35
Cl 6.71 -5.50 -10.96
Cl -2.75 -10.15 4.73
Cl 6.82 8.68 2.42
Cl -8.92 2.24 7.89
Cl -0.20 -13.90 1.30
Cl -6.34 1.43 6.87
Cl 0.99 -4.08 -3.10
Cl 4.50 6.39 3.93
Cl 6.40 3.65 3.88
Cl 1.35 0.58 3.86
Cl 5.69 -5.16 -13.64
Cl 5.59 -2.20 5.02
Cl -4.77 10.83 -1.35
Cl -8.20 2.80 5.15
Cl 5.08 -1.26 10.30
Cl 0.72 0.42 6.67
Cl -6.73 8.80 -0.78
Cl -3.57 -9.40 2.03
Cl 2.93 -1.71 -8.01
Cl -6.03 9.37 -3.52
Cl -6.84 -3.46 -3.52
Cl -0.10 -6.33 -4.54
Cl 1.92 -4.02 -6.61
Cl 6.76 -1.54 7.58
Cl -6.22 -5.69 3.89
Cl -7.17 2.77 -2.57
Cl 1.97 -9.02 5.38
Cl -2.50 -7.22 0.49
Cl 5.42 -0.31 13.00
S -1.58 -2.77 0.20
F 1.47 2.67 1.12
F 3.12 2.62 2.51
F 2.69 4.44 1.43
O -1.67 2.98 -3.50
O -2.34 -1.78 0.89
O -2.96 -0.24 -2.66
O 0.72 -1.52 1.29
O -2.43 -3.62 -0.59
O 3.40 -0.20 0.94
O 3.46 0.17 -3.45
O -4.07 -2.32 -2.74
N 3.30 0.74 -1.22
C 1.67 -0.76 -0.69
C -8.05 7.07 2.63
C 5.04 0.16 11.34
C 3.71 2.69 0.26
C 2.71 3.11 1.32
C 2.83 0.11 -2.42
C 0.68 -1.40 -0.06
C -2.67 -8.97 0.57
C 1.58 -0.64 -2.05
C 2.90 -0.07 -0.15
C -1.33 4.32 -3.76
C -0.34 -1.92 -0.76
C 2.78 -3.47 -8.05
C 0.58 -1.12 -2.78
C -2.32 -10.25 6.44
C 0.85 0.49 -4.83
C -0.77 -3.83 1.39
C 5.02 7.56 -2.14
C 0.82 -5.84 -3.12
C 6.84 1.96 3.59
C -1.55 -2.40 -2.85
C -6.91 -5.22 -3.53
C -1.10 2.11 -4.48
C 1.09 1.52 5.33
C -4.62 -4.94 3.89
C 6.15 -2.85 6.56
C -5.41 9.27 -1.86
C 0.55 -0.92 -4.28
C 0.32 1.70 -4.06
C -6.53 1.77 -3.88
C 4.59 6.87 5.63
C 1.57 -8.27 3.83
C 6.94 10.44 2.45
C -7.59 2.68 6.80
C -2.84 12.66 -4.78
C 5.32 -5.78 -12.02
C -0.40 -1.79 -2.10
C 0.73 -13.28 -0.07
C -3.43 4.74 0.16
C 3.11 2.19 -1.06
B -2.92 -1.59 -2.75
H -1.33 -2.46 -3.91
H -1.69 -3.42 -2.52
H -0.30 4.45 -4.09
H -1.74 1.26 -4.70
H -0.53 -3.19 2.23
H 2.08 2.50 -1.22
H -0.38 -1.26 -4.73
H 3.68 2.67 -1.84
H -1.53 -4.53 1.73
H 1.31 -0.82 1.61
H 0.40 1.63 -2.97
H 4.30 3.57 0.02
H 4.41 1.98 0.68
H 1.32 -1.57 -4.69
H 0.11 -4.32 0.98
H 0.37 0.53 -5.81
H -3.88 -3.26 -2.80
H 0.95 2.54 -4.35
H 1.90 0.63 -5.04
H -0.97 2.72 -5.38
H -3.88 0.03 -2.87
H -1.96 4.77 -4.54
H -1.45 4.93 -2.88
*
```

Results
HOMO ... -9.60 eV
Orbital gap ... 8.79 eV
Strongest force on any atom ... 3.44 eV/A